(1)
The following is a DFT calculation (ωB97M-V/def2-TZVPD) of a 2-piece molecular cluster, C3H13N4 overall.

The geometry in ORCA input format:
```
! RIJCOSX wB97M-V def2-TZVPD def2/J DEFGRID3
* xyz 1 1
C -1.913 0.783 0.293
C -1.120 -1.339 -0.913
C -0.886 0.041 -0.529
N -0.038 0.754 -1.288
N 2.747 0.020 1.054
N 0.373 -0.317 1.282
N 1.410 0.429 0.993
H -2.206 0.283 1.096
H -1.443 1.659 0.556
H -2.788 1.126 -0.465
H -1.086 -2.298 -0.244
H -0.388 -1.565 -1.710
H -2.152 -1.298 -1.391
H -0.164 1.746 -1.397
H 0.117 0.301 -2.159
H 2.985 -0.852 0.458
H 3.189 -0.154 1.984
H 0.649 -1.358 1.042
H 1.292 0.700 -0.150
H 1.420 1.338 1.487
*
```

Calculated values
**HOMO**: -0.4773 Eh
**Gap between HOMO and LUMO**: 9.7492 eV

***

(2)
The following is a DFT calculation (ωB97M-V/def2-TZVPD) of H20O10Sr as an isolated structure.

The geometry in ORCA input format:
```
! RIJCOSX wB97M-V def2-TZVPD def2/J DEFGRID3
* xyz 2 1
Sr -0.006 -0.084 0.164
O 2.710 -0.872 -0.361
H 3.637 -0.981 -0.111
H 2.770 -1.154 -1.295
O 1.500 2.151 0.658
H 1.509 2.599 -0.204
H 2.260 2.458 1.059
O -1.271 2.141 0.250
H -2.035 1.829 -0.289
H -1.180 3.051 -0.020
O -2.390 -1.743 -0.098
H -2.067 -2.643 -0.204
H -2.869 -1.363 -0.832
O -1.840 0.641 -1.912
H -2.742 0.338 -2.136
H -1.801 1.557 -2.165
O 1.049 1.117 -1.843
H 1.858 1.156 -2.371
H 0.480 1.075 -2.550
O 1.406 0.043 2.797
H 1.954 0.745 3.159
H 0.796 -0.199 3.531
O 0.067 -2.408 1.335
H 0.820 -2.775 0.944
H 0.481 -2.274 2.165
O -1.730 -0.042 2.207
H -2.633 0.073 1.839
H -1.680 0.512 2.930
O 0.290 -1.790 -1.794
H 1.025 -1.421 -2.344
H -0.378 -1.749 -2.496
*
```

Calculated values
**HOMO**: -0.6755 Eh
**Gap between HOMO and LUMO**: 11.8713 eV

***

(3)
The following is a DFT calculation (ωB97M-V/def2-TZVPD) of a 2-piece molecular cluster, C3H7N2 overall.

The geometry in ORCA input format:
```
! RIJCOSX wB97M-V def2-TZVPD def2/J DEFGRID3
* xyz 1 1
C -0.929 -1.661 2.493
C 1.021 1.769 -0.928
C 0.782 0.491 -0.644
N -1.216 -1.281 1.471
N -0.493 -0.252 -0.843
H -0.736 -1.939 3.466
H 1.986 2.247 -0.837
H 0.461 2.377 -1.695
H 1.573 -0.171 -0.213
H -1.252 0.328 -0.892
H -0.676 -0.813 0.049
H -0.520 -1.095 -1.426
*
```

Calculated values
**HOMO**: -0.5537 Eh
**Gap between HOMO and LUMO**: 12.0538 eV

***

(4)
The following is a DFT calculation (ωB97M-V/def2-TZVPD) of C3H8O4S3 as an isolated structure.

The geometry in ORCA input format:
```
! RIJCOSX wB97M-V def2-TZVPD def2/J DEFGRID3
* xyz 0 1
C 2.102 -0.634 -1.039
C -1.531 2.271 1.060
C 1.494 -1.377 0.160
O -0.859 1.282 -1.368
O -0.713 -0.011 0.774
O -0.792 -2.528 0.967
O -0.791 -1.498 -1.273
S -3.218 0.037 -0.356
S -1.599 0.891 -0.165
S -0.270 -1.491 0.085
H 1.505 -0.890 -1.869
H 2.164 0.456 -0.884
H 3.196 -0.704 -1.194
H -2.452 2.581 1.453
H -0.955 1.881 1.841
H -0.990 3.095 0.533
H 1.809 -0.925 1.116
H 1.900 -2.435 0.159
*
```

Calculated values
**HOMO**: -0.3490 Eh
**Gap between HOMO and LUMO**: 9.8437 eV

***

(5)
The following is a DFT calculation (ωB97M-V/def2-TZVPD) of C10H24IO3P2Pt as an isolated structure.

The geometry in ORCA input format:
```
! RIJCOSX wB97M-V def2-TZVPD def2/J DEFGRID3
* xyz 3 5
C 0.622 4.371 -2.000
C 0.755 2.951 -1.590
H 1.448 4.633 -2.682
H 0.657 5.030 -1.118
H -0.338 4.535 -2.513
O 1.575 2.134 -1.887
I -1.121 2.346 -0.035
Pt 0.190 0.192 -0.203
P -1.297 -0.739 -1.736
C -0.832 -2.349 -2.422
C -2.848 -1.027 -0.842
H -3.693 -0.912 -1.533
H -2.392 -0.104 -3.767
H -2.949 -0.329 -0.004
H -1.949 1.333 -2.791
H -1.098 -3.141 -1.710
H -2.843 -2.046 -0.437
C -1.616 0.348 -3.134
H -1.365 -2.512 -3.369
H -0.692 0.460 -3.712
H 0.248 -2.388 -2.597
P 1.260 0.542 1.841
C 2.533 -0.667 2.279
C 2.028 2.166 1.947
H -0.996 0.634 2.726
H 0.237 1.086 3.956
H -0.021 -0.628 3.496
C -0.005 0.404 3.130
H 1.298 2.954 1.734
H 2.432 2.301 2.959
H 3.218 -0.229 3.017
H 3.092 -0.965 1.386
H 2.842 2.221 1.216
H 2.048 -1.558 2.698
C 1.039 -1.501 -0.205
O 1.670 -2.473 -0.331
C -0.623 -3.452 1.642
O -0.399 -2.136 1.265
H -1.596 -3.816 1.261
H -0.677 -3.499 2.744
H 0.158 -4.169 1.321
*
```

Calculated values
**HOMO (alpha / beta)**: -0.6377 / -0.7507 Eh
**Expectation value of S²**: 6.019
**Gap between HOMO and LUMO (alpha / beta)**: 6.9054 / 5.6657 eV

***

(6)
The following is a DFT calculation (ωB97M-V/def2-TZVPD) of a 4-piece molecular cluster, C2H9NO5 overall.

The geometry in ORCA input format:
```
! RIJCOSX wB97M-V def2-TZVPD def2/J DEFGRID3
* xyz 1 2
O -1.080 -1.148 -1.264
C -1.949 -0.881 -0.487
N -2.224 0.383 0.135
C -1.431 1.568 -0.246
O -1.400 1.632 -1.491
H -2.689 -1.587 0.102
H -3.199 0.481 0.508
H -1.183 2.257 0.616
H 1.183 -1.304 2.099
H 1.033 0.119 1.253
O 0.567 -0.730 1.549
H 2.818 -2.194 -0.720
H 2.036 -0.978 -0.122
O 2.842 -1.474 -0.219
H 3.159 0.191 1.381
H 3.272 1.024 0.314
O 2.747 1.119 1.177
*
```

Calculated values
**HOMO (alpha / beta)**: -0.5383 / -0.5377 Eh
**Expectation value of S²**: 0.776
**Gap between HOMO and LUMO (alpha / beta)**: 8.4421 / 4.7319 eV

***

For the records above, the corresponding strongest force on any atom values read 6.6; 3.9; 4.0; 3.6; 6.3; 6.4 eV/A.